Entry 1:
2 unconnected molecules or ions with the total composition C10H16 in a non-equilibrium geometry, computed with the ωB97M-V functional and the def2-TZVPD basis.

As for the molar mass: 136.24 g/mol. The net charge is 0. For the energy, the calculation gives -10627.396 eV. The HOMO energy comes out at -9.118 eV. The SMILES is Cc1ccccc1.CCC.

Each line ends with the Mulliken charge.
Atoms and positions in Å:
H  -0.480066  -3.588908  1.811931  0.274
H  -0.887626  1.744569  2.128385  0.243
H  2.922863  1.883508  -0.978372  0.474
H  -1.629535  -3.206996  -0.322951  0.336
H  1.439395  -1.317042  1.782635  0.241
H  0.044427  -3.102595  -0.708944  0.284
H  1.608720  -2.997009  1.144971  0.242
H  -0.099855  0.836966  -2.714858  0.214
H  1.407942  1.481980  1.348690  0.535
H  -0.862124  -1.504281  -0.618336  0.027
C  -0.372988  -2.550763  1.298586  -0.251
H  -2.838360  1.626220  0.198368  0.322
H  -2.271746  0.628738  -1.728057  0.400
H  0.986986  -2.715472  2.771925  0.336
C  -0.764335  -2.553936  -0.223596  -0.728
C  -1.756640  1.503065  0.187853  -0.516
C  1.009124  -2.290811  1.803909  -0.993
C  -0.687383  1.539923  1.019381  -0.281
C  0.891180  1.195246  -0.775800  1.009
H  2.642311  0.285063  -1.404938  0.277
H  -1.065786  -1.796232  1.746728  0.249
C  0.681586  1.373353  0.581547  -0.697
C  -0.235003  1.050080  -1.640656  -0.658
C  2.256359  1.315602  -1.421105  -1.362
C  -1.517589  1.108444  -1.137932  -0.228
H  2.056592  1.600271  -2.610296  0.251

Force components x, y, z for each atom (eV/Å):
-1.017 1.518 -1.349
0.522 -0.228 -1.652
3.006 3.181 2.129
-0.369 0.555 -0.229
0.098 0.850 -0.131
0.075 0.275 -0.562
0.127 0.916 0.960
0.157 0.048 0.683
0.881 -0.014 0.134
-0.078 -1.272 0.270
-2.214 -0.180 0.663
0.207 0.228 1.964
-0.805 0.677 -0.427
0.632 -0.010 1.247
1.458 -0.072 1.335
-0.903 -1.106 -2.694
1.101 -1.670 -2.388
0.974 0.692 2.791
-0.085 1.362 -0.698
0.311 0.230 -0.372
0.202 -0.895 0.199
-3.152 0.161 -0.417
0.527 -0.349 0.438
-4.164 -3.755 -4.919
1.585 -0.557 -0.191
0.927 -0.587 3.217

Entry 2:
2 unconnected molecules or ions with the total composition C10H16 in a non-equilibrium geometry, computed with the ωB97M-V functional and the def2-TZVPD basis.

As for the molar mass: 136.24 g/mol. The net charge is 0. For the energy, the calculation gives -10627.294 eV. The HOMO energy comes out at -8.965 eV. The SMILES is Cc1ccccc1.CCC.

Each line ends with the Mulliken charge.
Atoms and positions in Å:
C  1.236327  3.155452  -1.605842  -0.164
C  -0.500126  -2.299998  2.315375  -0.665
C  0.039609  3.514925  -0.959272  -0.619
C  0.941161  0.863484  -1.406883  0.935
C  1.553914  -0.549573  -1.421747  -0.720
H  -0.679193  0.320860  -0.248029  0.433
H  2.024822  3.984033  -1.596659  0.240
H  -1.342946  -1.633746  2.405005  0.338
C  -0.738418  2.399213  -0.577814  -0.411
H  2.649635  -0.634137  -1.124673  0.318
C  -0.991331  -3.692318  2.597682  -0.143
H  -0.354956  4.546598  -1.008913  0.354
H  -2.574744  -3.698750  1.043230  0.266
H  2.634325  1.649095  -2.582616  0.256
H  1.297466  -1.038802  -2.393176  0.276
H  -1.706661  2.678835  -0.209715  0.362
C  1.670318  1.881738  -1.955850  -0.502
C  -2.381292  -3.812629  2.214254  -1.270
H  -2.689078  -4.874742  2.205006  0.345
C  -0.182733  1.130617  -0.643531  -0.653
H  0.309014  -2.108817  3.062850  0.287
H  0.963007  -1.105399  -0.668139  -0.099
H  -0.283535  -4.419014  2.241656  0.352
H  0.101694  -2.184088  1.407978  -0.051
H  -3.085856  -3.001432  2.476868  0.324
H  -1.147561  -4.025963  3.651098  0.209

Force components x, y, z for each atom (eV/Å):
2.304 3.030 0.365
2.225 -0.126 1.672
-0.116 -2.051 -1.374
1.437 -1.647 0.600
-1.012 -0.374 0.262
-1.184 -1.675 0.990
-1.197 -0.938 -1.006
0.205 0.712 -0.093
0.720 1.879 -0.089
-1.437 0.363 -0.716
0.327 -0.075 1.630
0.535 -0.727 0.560
0.948 0.105 1.585
-1.936 0.775 1.503
0.729 0.257 0.612
-0.460 -0.726 0.490
1.167 0.622 -0.622
-2.819 -1.214 -5.887
-0.675 0.621 1.144
-0.071 1.276 -1.274
-0.832 0.558 -0.143
0.518 -0.074 -0.294
-0.117 -0.585 -0.730
-0.859 -0.186 -0.395
0.357 -0.886 1.085
1.245 1.089 0.124

Entry 3:
2 unconnected molecules or ions with the total composition C10H16 in a non-equilibrium geometry, computed with the ωB97M-V functional and the def2-TZVPD basis.

As for the molar mass: 136.24 g/mol. The net charge is 0. For the energy, the calculation gives -10627.671 eV. The HOMO energy comes out at -9.007 eV. The SMILES is Cc1ccccc1.CCC.

Each line ends with the Mulliken charge.
Atoms and positions in Å:
H  0.879051  2.936578  0.002756  0.279
C  2.950257  0.707833  -0.898074  -1.333
C  -1.628487  -0.395636  -0.009526  0.597
H  3.161184  0.263443  -1.949752  0.305
C  0.957100  1.870298  0.142772  -0.458
H  -1.682964  1.021029  1.461283  0.607
H  1.338494  1.594281  -1.973753  0.285
H  -2.900457  0.326162  -1.594721  0.425
H  0.729523  0.094019  -1.032334  -0.045
C  -1.251196  -1.685313  -0.365171  -0.174
H  -1.276117  -0.072291  -2.002274  0.331
C  -1.944974  0.376200  -1.218199  -1.536
H  -1.015904  -0.492378  3.311217  0.430
H  -1.341778  -2.069188  -1.496928  0.198
C  -0.772362  -2.485852  0.590173  -0.378
C  1.366220  1.068562  -1.004271  0.250
H  1.743472  1.789660  0.927029  0.374
H  0.047508  1.475789  0.416947  -0.385
H  -1.782463  1.471026  -1.123926  0.290
H  -0.401187  -3.521903  0.376887  0.285
H  3.604158  1.551401  -0.776500  0.375
C  -0.761655  -2.161265  1.989844  -0.563
C  -1.529775  0.023970  1.258042  -0.251
C  -1.120651  -0.821868  2.319543  -0.694
H  -0.528091  -2.963123  2.663638  0.414
H  3.161101  0.098572  -0.014712  0.374

Force components x, y, z for each atom (eV/Å):
-0.180 0.418 -0.477
-1.950 -0.923 -2.101
-0.249 -1.176 -2.143
0.284 0.122 2.130
1.803 1.404 1.181
-0.608 2.119 0.565
-0.662 -0.272 0.304
-2.524 -0.604 -0.526
1.455 1.590 -0.260
-0.330 -0.877 -2.525
-0.681 1.123 0.396
2.442 1.873 -0.749
-0.145 0.580 1.091
0.354 1.005 2.779
0.902 -3.264 2.632
2.640 -1.992 -1.622
-0.895 -0.243 -0.006
-1.841 -0.226 1.448
0.328 -0.569 -0.026
-0.500 1.020 -0.119
-0.102 0.894 -0.161
-0.755 2.150 -1.873
0.635 -1.381 2.162
0.389 -2.421 -2.098
0.305 0.200 0.504
-0.116 -0.550 -0.509

Entry 4:
2 unconnected molecules or ions with the total composition C10H16 in a non-equilibrium geometry, computed with the ωB97M-V functional and the def2-TZVPD basis.

As for the molar mass: 136.24 g/mol. The net charge is 0. For the energy, the calculation gives -10628.877 eV. The HOMO energy comes out at -9.033 eV. The SMILES is Cc1ccccc1.CCC.

Each line ends with the Mulliken charge.
Atoms and positions in Å:
C  1.386189  -1.017942  2.565550  -0.142
H  1.492916  -1.282541  3.614293  0.311
H  -0.113101  3.157970  -2.673715  0.351
H  -4.139241  0.996874  -0.709976  0.369
C  -3.075701  0.838596  -0.830055  -0.543
H  0.766317  -2.042514  0.786714  0.009
C  -2.553354  -0.332692  -0.269483  -0.559
H  -2.467204  2.699256  -1.772959  0.336
C  -0.966121  1.247428  -1.903104  0.916
H  2.389458  -2.391193  1.154178  0.333
C  2.611401  -0.154850  2.204795  -1.176
C  -0.143636  2.087340  -2.842456  -1.424
H  2.602053  -0.060282  1.120159  0.265
H  0.450573  -0.555197  2.260737  0.246
H  1.101309  -3.200287  2.103185  0.324
C  -0.451005  0.076568  -1.371173  -0.296
H  0.920165  1.825869  -2.864846  0.341
H  -3.128898  -0.954010  0.400564  0.373
H  -0.473900  2.023927  -3.886121  0.293
H  -0.917733  -1.719091  -0.259747  0.460
H  3.528828  -0.589531  2.597591  0.322
H  2.678401  0.868156  2.592959  0.343
C  -2.241530  1.661846  -1.556176  -0.366
C  1.411706  -2.274224  1.628936  -0.849
H  0.599624  -0.152552  -1.492365  0.277
C  -1.267520  -0.756913  -0.597480  -0.517

Force components x, y, z for each atom (eV/Å):
1.070 -0.591 -1.003
-0.688 -0.037 0.090
-0.455 0.263 0.572
0.097 0.632 0.293
0.036 -0.801 0.707
-0.235 -0.286 -0.006
0.243 -0.378 -0.762
-0.631 -0.193 -0.474
0.811 0.537 0.097
0.130 -0.283 0.399
-0.393 0.541 0.018
0.849 0.263 -0.627
0.558 -0.014 -0.114
-0.050 0.547 0.901
-0.052 -0.049 -0.007
-0.385 -0.543 0.204
-0.194 -0.372 0.161
-0.348 -0.037 -0.174
-0.185 -0.343 0.175
0.131 0.039 0.231
0.074 -0.482 -0.448
-0.698 -0.076 0.134
0.020 0.305 -0.104
0.376 0.709 0.072
-0.027 -0.234 -0.378
-0.055 0.886 0.043

Entry 5:
2 unconnected molecules or ions with the total composition C10H16 in a non-equilibrium geometry, computed with the ωB97M-V functional and the def2-TZVPD basis.

As for the molar mass: 136.24 g/mol. The net charge is 0. For the energy, the calculation gives -10625.121 eV. The HOMO energy comes out at -7.461 eV. The SMILES is C=CC(=C)C=C.C=C(C)C.

Each line ends with the Mulliken charge.
Atoms and positions in Å:
H  2.899049  0.669329  -0.149941  0.335
H  -1.556221  -1.287974  -2.410962  0.370
H  0.722013  -2.111215  -0.822495  0.323
H  0.416941  3.138707  0.079329  0.305
C  0.001126  1.207782  -0.665040  -0.686
H  -3.678193  -0.219980  -1.143738  0.317
H  0.412914  -0.592323  2.508346  0.312
C  -1.120709  -0.338818  -2.141691  -0.979
C  0.444166  -1.524052  0.039688  -1.289
H  -0.735160  0.252961  -2.956266  0.254
H  2.174099  -0.543835  2.557306  0.457
H  -4.053448  -0.315887  0.653179  0.281
H  -1.737715  0.098554  1.190397  0.277
H  1.269620  0.882024  2.067551  0.251
H  -0.217733  -2.049856  0.715821  0.304
C  -2.036131  -0.032623  0.156496  -0.457
C  -0.913528  0.003895  -0.820506  1.505
H  3.501388  -0.878205  0.438989  0.418
C  1.297154  -0.207073  2.004745  -1.405
C  1.371081  -0.637950  0.571142  1.502
C  2.678599  -0.392525  -0.115169  -1.514
C  -3.317163  -0.207641  -0.127834  -0.955
C  -0.242828  2.284677  0.095692  -0.944
H  2.676008  -0.772172  -1.134514  0.367
H  -1.010616  2.293049  0.852482  0.310
H  0.755285  1.281150  -1.443008  0.342

Force components x, y, z for each atom (eV/Å):
0.188 0.305 -0.004
-0.709 0.091 0.003
-0.223 0.368 -0.425
0.047 0.120 -0.140
-1.241 0.774 -0.357
0.046 -0.194 -0.174
-0.079 -0.044 -0.026
0.354 -0.337 1.356
2.999 0.058 1.930
0.681 -0.139 0.003
0.117 -0.059 -0.040
-0.061 0.201 0.154
-0.039 -0.164 0.200
0.054 0.121 0.123
-0.517 0.442 -0.066
1.020 -1.096 0.474
-1.612 2.852 -2.474
-0.328 0.124 -0.148
-0.349 0.452 -0.221
-0.716 -2.956 -0.052
-0.064 0.166 -0.078
-0.097 0.053 -0.171
0.570 -0.969 -0.011
0.012 -0.048 -0.058
-0.270 0.016 -0.008
0.217 -0.136 0.211

Entry 6:
2 unconnected molecules or ions with the total composition C10H16 in a non-equilibrium geometry, computed with the ωB97M-V functional and the def2-TZVPD basis.

As for the molar mass: 136.24 g/mol. The net charge is 0. For the energy, the calculation gives -10628.941 eV. The HOMO energy comes out at -9.035 eV. The SMILES is CCc1ccccc1.CC.

Each line ends with the Mulliken charge.
Atoms and positions in Å:
C  -3.051784  0.837683  -0.081984  -0.480
C  3.389636  -1.518532  -0.611734  -0.826
H  -4.948216  -0.036305  -0.271780  0.346
H  3.855999  0.442254  0.429337  0.268
H  -1.421544  2.768621  0.092205  0.368
C  -0.785134  1.875344  0.148314  -0.839
H  -3.944285  -2.390181  -0.650320  0.371
H  -0.021706  -0.566070  -0.524108  0.482
H  4.847225  -0.890337  0.795002  0.264
H  -0.748039  1.413271  2.231864  0.344
H  4.130665  -2.244332  -0.964153  0.315
C  -0.082873  1.899264  1.502143  -1.069
C  -1.950496  -1.631154  -0.565043  -0.382
C  4.311684  -0.432811  -0.042339  -0.831
H  -1.599896  -2.517686  -1.089321  0.287
H  0.754484  1.197317  1.540568  0.266
H  0.115674  2.903751  1.856985  0.342
C  -1.674182  0.711253  -0.176003  0.734
C  -3.338904  -1.508451  -0.491146  -0.450
H  5.054883  -0.074086  -0.751882  0.287
H  -0.025322  2.059136  -0.623323  0.376
C  -1.094291  -0.558699  -0.381848  -0.589
H  2.749820  -1.224228  -1.439430  0.259
H  -3.437658  1.788303  0.266407  0.303
C  -3.888046  -0.253501  -0.333285  -0.418
H  2.802306  -2.049824  0.134874  0.270

Force components x, y, z for each atom (eV/Å):
0.415 -0.286 -0.154
1.064 -0.117 -0.075
-0.088 -0.496 -0.095
-0.398 -0.039 -0.371
0.086 -0.044 0.039
-0.014 1.490 -0.592
-0.114 0.080 -0.095
0.039 -0.528 0.021
0.246 -0.004 -0.160
-0.148 0.450 0.042
-0.515 -0.275 -0.369
-0.987 -1.675 0.615
0.285 -0.367 -1.147
-0.235 0.085 0.999
0.324 -0.305 0.862
0.436 0.582 -0.211
0.456 0.000 -0.105
0.831 -0.755 1.220
0.139 0.299 -0.436
-0.099 -0.089 -0.157
-0.165 -0.321 -0.102
-1.106 1.109 -0.546
0.023 0.151 -0.022
-0.264 0.054 -0.411
-0.097 0.704 1.091
-0.114 0.297 0.158

Which of these has the highest HOMO energy?
number 5

What did the second record say?
2 unconnected molecules or ions with the total composition C10H16 in a non-equilibrium geometry, computed with the ωB97M-V functional and the def2-TZVPD basis.

As for the molar mass: 136.24 g/mol. The net charge is 0. For the energy, the calculation gives -10627.294 eV. The HOMO energy comes out at -8.965 eV. The SMILES is Cc1ccccc1.CCC.

Each line ends with the Mulliken charge.
Atoms and positions in Å:
C  1.236327  3.155452  -1.605842  -0.164
C  -0.500126  -2.299998  2.315375  -0.665
C  0.039609  3.514925  -0.959272  -0.619
C  0.941161  0.863484  -1.406883  0.935
C  1.553914  -0.549573  -1.421747  -0.720
H  -0.679193  0.320860  -0.248029  0.433
H  2.024822  3.984033  -1.596659  0.240
H  -1.342946  -1.633746  2.405005  0.338
C  -0.738418  2.399213  -0.577814  -0.411
H  2.649635  -0.634137  -1.124673  0.318
C  -0.991331  -3.692318  2.597682  -0.143
H  -0.354956  4.546598  -1.008913  0.354
H  -2.574744  -3.698750  1.043230  0.266
H  2.634325  1.649095  -2.582616  0.256
H  1.297466  -1.038802  -2.393176  0.276
H  -1.706661  2.678835  -0.209715  0.362
C  1.670318  1.881738  -1.955850  -0.502
C  -2.381292  -3.812629  2.214254  -1.270
H  -2.689078  -4.874742  2.205006  0.345
C  -0.182733  1.130617  -0.643531  -0.653
H  0.309014  -2.108817  3.062850  0.287
H  0.963007  -1.105399  -0.668139  -0.099
H  -0.283535  -4.419014  2.241656  0.352
H  0.101694  -2.184088  1.407978  -0.051
H  -3.085856  -3.001432  2.476868  0.324
H  -1.147561  -4.025963  3.651098  0.209

Force components x, y, z for each atom (eV/Å):
2.304 3.030 0.365
2.225 -0.126 1.672
-0.116 -2.051 -1.374
1.437 -1.647 0.600
-1.012 -0.374 0.262
-1.184 -1.675 0.990
-1.197 -0.938 -1.006
0.205 0.712 -0.093
0.720 1.879 -0.089
-1.437 0.363 -0.716
0.327 -0.075 1.630
0.535 -0.727 0.560
0.948 0.105 1.585
-1.936 0.775 1.503
0.729 0.257 0.612
-0.460 -0.726 0.490
1.167 0.622 -0.622
-2.819 -1.214 -5.887
-0.675 0.621 1.144
-0.071 1.276 -1.274
-0.832 0.558 -0.143
0.518 -0.074 -0.294
-0.117 -0.585 -0.730
-0.859 -0.186 -0.395
0.357 -0.886 1.085
1.245 1.089 0.124